(one)
Density functional theory data (the ωB97M-V functional and the def2-TZVPD basis) for a molecular structure, C5H5NO.

Atoms and positions in Å:
C 1.7866 0.5864 0.0884
C -1.0382 -1.1066 -0.0831
H -1.3090 -2.2244 0.0149
H 2.1864 1.0906 1.0877
C 0.2971 -0.6922 0.0586
O 1.6545 -0.8184 -0.0407
C -1.0261 1.1787 -0.0538
C 0.2366 0.7518 -0.1191
H -2.8911 -0.0053 0.4181
N -1.9434 -0.0200 0.0488
H -1.2992 2.3371 -0.0619
H 2.1441 1.1801 -0.8204

Calculated values
Orbital gap = 9.0 eV
LUMO = 1.03 eV

---

(two)
Density functional theory data (the ωB97M-V functional and the def2-TZVPD basis) for C5H5NO in the gas phase.

Atoms and positions in Å:
N -1.0685 2.4357 -0.6157
C -0.4398 1.4641 -0.6288
C 0.3825 0.2719 -0.7063
H 1.0053 -1.4334 0.3982
C -0.5107 -0.9563 -0.9951
C 0.1122 -0.8049 0.3514
H 1.2200 0.5857 1.3828
O -0.5940 0.3553 2.4427
H -1.5593 -0.7213 -1.1942
H -0.1473 -1.8143 -1.5550
C 0.1628 0.0687 1.5676
H 1.4367 0.5489 -0.4477

Calculated values
Orbital gap = 10.7 eV
SMILES = N#C[C@@H]1C[C@@H]1C=O
LUMO = 0.41 eV

---

Most stable structure: (two)

---

(one)
Density functional theory data (the ωB97M-V functional and the def2-TZVPD basis) for C5H5NO in the gas phase.

Atoms and positions in Å:
H -0.4202 -1.9891 -0.8770
C -0.5501 0.2758 -0.5579
H -0.2246 1.6751 1.1975
C 0.8678 -1.1484 0.6235
C -0.4620 0.6619 0.9137
C -0.0253 -1.1370 -0.3650
N 0.9797 1.7910 -2.0896
H -1.5476 0.2521 -1.0147
O 0.8064 -0.0487 1.4120
C 0.3133 1.1134 -1.4282
H 1.6353 -1.9094 0.7717
H -1.4077 0.3032 1.3742

Calculated values
Orbital gap = 10.0 eV
SMILES = N#C[C@H]1C=COC1
LUMO = 0.77 eV

---

(two)
Density functional theory data (the ωB97M-V functional and the def2-TZVPD basis) for C5H5NO in the gas phase.

Atoms and positions in Å:
C 0.3817 -0.3361 1.7380
C 1.2157 0.9779 -1.0422
H -1.3757 -0.0506 -1.1512
C -0.8520 0.1728 1.0169
H -1.7924 0.0122 1.5468
H 1.2004 -1.1050 -1.2237
H -0.6865 1.2629 0.9654
H -0.9582 -1.5389 -0.2662
N 1.6027 1.9990 -1.4237
O 1.2568 -0.5812 0.7919
C -0.7445 -0.4692 -0.3664
C 0.7520 -0.3438 -0.5856

Calculated values
Orbital gap = 9.6 eV
LUMO = 0.53 eV

---

(three)
Density functional theory data (the ωB97M-V functional and the def2-TZVPD basis) for C5H5NO in the gas phase.

Atoms and positions in Å:
C -1.0821 0.9887 -2.3935
H 1.7717 -1.0277 2.0232
C -0.4718 0.1104 0.0107
H 0.7220 1.0589 1.5561
H -1.0836 1.6722 -3.2780
O -0.9234 -2.4910 0.3243
H -1.4338 0.2161 0.6416
C 0.8598 0.4627 0.7687
N 0.9422 -0.9147 1.1661
H 1.6820 0.7256 0.0561
C -0.8180 0.6296 -1.2470
C -0.1650 -1.4308 0.3717

Calculated values
Orbital gap = 10.2 eV
SMILES = C#C[C@@H]1CNC1=O
LUMO = 0.50 eV

---

(four)
Density functional theory data (the ωB97M-V functional and the def2-TZVPD basis) for C5H5NO in the gas phase.

Atoms and positions in Å:
H -1.6292 -1.3405 0.1411
C 1.8900 -0.0886 0.1807
H 3.9942 -0.3991 -0.6238
N -1.8106 0.8428 0.2029
H -2.1335 -0.5213 -1.4310
H -1.7834 0.7081 1.2141
H -0.1459 1.0716 -1.1749
C 3.0043 -0.2515 -0.2472
C -0.4964 0.5015 -0.3169
C -1.6530 -0.4326 -0.4601
C 0.5296 0.0733 0.6790
O 0.2340 -0.1636 1.8362

Calculated values
Orbital gap = 10.1 eV
SMILES = C#CC(=O)[C@H]1CN1
LUMO = 0.02 eV

---

Most stable structure: (one)